# 1
Molecular formula: C12H9F18N6O12S6Zn
Method: DFT, wB97M-V/def2-TZVPD

Element x y z (Å)
Zn: 2.445 -1.377 -0.393
C: -3.330 -1.294 -4.145
F: -3.538 -2.528 -3.691
F: -2.418 -0.683 -3.429
F: -2.961 -1.383 -5.419
S: -5.033 -0.342 -4.104
O: -4.982 0.761 -5.045
O: -6.063 -1.334 -4.345
N: -5.244 0.052 -2.474
S: -4.539 1.452 -2.036
O: -4.312 1.455 -0.596
O: -3.392 1.831 -2.853
C: -5.873 2.831 -2.388
F: -5.913 3.023 -3.707
F: -7.071 2.337 -2.098
F: -5.627 3.932 -1.704
C: 3.667 1.722 2.121
F: 3.487 2.486 3.199
F: 4.022 2.380 1.044
F: 4.629 0.877 2.464
S: 2.044 0.673 1.789
O: 2.321 -0.667 2.237
O: 0.947 1.388 2.395
N: 1.926 0.417 0.104
S: 1.350 1.718 -0.647
O: 1.632 3.001 -0.020
O: 1.800 1.609 -2.024
C: -0.560 1.620 -0.636
F: -1.056 1.488 0.571
F: -0.923 2.793 -1.122
F: -0.969 0.666 -1.459
C: 4.682 -3.086 2.548
F: 3.612 -3.838 2.776
F: 4.563 -1.945 3.173
F: 5.761 -3.723 2.923
S: 4.788 -2.783 0.641
O: 4.734 -1.333 0.490
O: 5.899 -3.484 0.071
N: 3.189 -3.095 0.020
S: 3.307 -4.659 -0.292
O: 3.857 -4.841 -1.595
O: 3.932 -5.488 0.712
C: 1.505 -5.226 -0.263
F: 0.697 -4.458 -0.992
F: 1.469 -6.460 -0.785
F: 1.044 -5.337 0.984
C: -2.327 2.258 3.775
C: -1.981 1.001 4.418
N: -1.609 0.052 4.947
H: -2.986 2.078 2.922
H: -1.456 2.714 3.302
H: -2.817 3.022 4.372
C: 0.753 5.300 -1.416
C: 2.035 5.890 -1.751
N: 3.019 6.397 -2.060
H: 0.685 4.377 -1.988
H: 0.001 5.932 -1.893
H: 0.627 5.160 -0.350
C: -0.808 -2.750 2.710
C: -0.153 -2.303 1.480
N: 0.337 -1.967 0.500
H: -0.668 -1.886 3.371
H: -0.297 -3.571 3.202
H: -1.861 -2.851 2.458

Cartesian forces (eV/Å) of the 6 atoms listed first:
Zn -0.7596 0.1549 0.9885
C -2.2008 0.6459 -0.3398
F 0.2689 -0.0452 0.2446
F 0.4949 -0.1472 0.0700
F 0.3971 0.0543 -0.0977
S -1.7198 0.3212 1.1340

Values from the calculation:
calculated total energy	-7660.1122	Ha
orbital gap	7.577	eV
energy above the lowest of the compared OMol25 structures with the same formula, charge and spin	0.000	eV
molecular weight	1029.0	g/mol
E_LUMO	0.302	eV
E_HOMO	-7.3	eV
net charge	-1

***

# 2
Molecular formula: C12H9N3
Method: DFT, wB97M-V/def2-TZVPD

Element x y z (Å)
N: -1.711 -4.896 1.795
C: -1.702 -3.864 1.268
N: -1.334 -2.718 0.772
C: -0.062 -2.309 1.350
C: 0.191 -1.028 0.578
C: 1.316 -0.316 0.312
C: 1.148 0.914 -0.382
C: 2.174 1.844 -0.590
C: 1.951 3.068 -1.140
C: 0.742 3.453 -1.676
C: -0.333 2.574 -1.437
C: -0.142 1.309 -0.780
N: -1.247 0.545 -0.555
C: -1.065 -0.575 0.108
C: -2.199 -1.542 0.496
H: -0.185 -2.148 2.392
H: 0.762 -3.101 1.193
H: 2.301 -0.702 0.590
H: 3.172 1.498 -0.255
H: 2.733 3.781 -1.302
H: 0.481 4.359 -2.232
H: -1.395 2.808 -1.689
H: -2.636 -1.193 1.460
H: -2.962 -1.763 -0.275

Cartesian forces (eV/Å) of the 6 atoms listed first:
N -0.5276 0.1261 -0.2749
C -0.4088 -1.8594 0.9705
N -0.0706 0.7592 -0.7549
C 2.1745 -0.3867 -1.8645
C -0.3208 -0.4805 0.5271
C -0.0097 -0.3074 -0.1145

Values from the calculation:
SMILES	N#CN1Cc2cc3ccccc3nc2C1
calculated total energy	-626.9154	Ha
orbital gap	8.797	eV
energy above the lowest of the compared OMol25 structures with the same formula, charge and spin	0.000	eV
molecular weight	195.2	g/mol
E_LUMO	-0.164	eV
E_HOMO	-9.0	eV

***

# 3
Molecular formula: C12H9N6O3
Method: DFT, wB97M-V/def2-TZVPD

Element x y z (Å)
C: -0.584 1.547 -3.583
O: -1.853 1.303 -2.928
C: -1.770 1.160 -1.602
N: -2.997 1.171 -1.012
C: -2.886 1.224 0.299
N: -3.905 1.524 1.186
O: -3.262 1.628 2.404
N: -1.841 1.335 2.288
O: -1.161 1.375 3.268
C: -1.681 0.965 1.001
C: -0.381 0.787 0.331
N: -0.539 1.014 -1.103
H: -0.782 1.501 -4.657
H: -0.240 2.553 -3.306
H: 0.148 0.785 -3.283
H: 0.291 2.220 0.701
C: 2.114 -3.444 0.438
C: 2.901 -2.463 1.053
C: 2.362 -1.186 1.168
C: 1.092 -0.881 0.637
C: 0.271 -1.828 0.041
C: 0.835 -3.105 -0.038
N: 0.899 0.515 0.852
C: 2.032 0.930 1.466
N: 2.881 -0.041 1.682
H: 2.488 -4.479 0.337
H: 3.901 -2.671 1.427
H: -0.707 -1.520 -0.307
H: 0.235 -3.869 -0.498
H: 2.140 1.949 1.737

Cartesian forces (eV/Å) of the 6 atoms listed first:
C -0.5050 -0.1814 0.1079
O 0.7933 0.2989 -0.9432
C 0.1746 -0.8464 1.4429
N 0.9404 0.2371 -1.4717
C -2.2387 -0.0014 2.3463
N 2.6547 -0.3723 -1.9374

Values from the calculation:
calculated total energy	-1016.7410	Ha
orbital gap	7.097	eV
molecular weight	285.2	g/mol
E_LUMO	3.038	eV
E_HOMO	-4.1	eV
net charge	-1

***

Question: orbital gap of number 3 (C12H9N6O3)?
Answer: 7.097 eV